Entry from OMol25: the ion C4H11N2 with charge +1 (wB97M-V/def2-TZVPD).

Computed properties:
DFT total energy = -268.2468 hartree
SMILES string = C=NCCC[NH3+]
Orbital gap = 10.877 eV
Total charge = +1

Last column: Löwdin charge in e.
Positions of all 17 atoms, in Å:
C  1.672  0.053  -1.650  0.0229
N  0.803  0.562  -0.890  -0.0850
C  0.941  0.473  0.557  -0.2193
C  0.136  -0.682  1.124  -0.1642
C  -1.359  -0.358  1.094  -0.1296
N  -1.756  0.088  -0.298  0.1698
H  2.465  -0.622  -1.296  0.1024
H  1.761  0.353  -2.695  0.0929
H  0.619  1.384  1.064  0.1262
H  2.010  0.442  0.789  0.1245
H  0.378  -1.016  2.135  0.1311
H  0.262  -1.595  0.531  0.1230
H  -1.575  0.506  1.714  0.1311
H  -1.939  -1.234  1.366  0.1312
H  -2.520  0.768  -0.310  0.1692
H  -0.920  0.487  -0.804  0.1031
H  -2.102  -0.620  -0.952  0.1708

***

Entry from OMol25: a cluster of 2 separate species, C4H11N2 in total (wB97M-V/def2-TZVPD).

Computed properties:
Spin multiplicity = 3
DFT total energy = -268.0631 hartree
Orbital gap (spin up / spin down) = 8.081 / 8.628 eV
Expectation value of S² = 2.012
Total charge = +1

Last column: Löwdin spin population.
Positions of all 17 atoms, in Å:
C  0.279  0.002  0.175  0.5383
C  0.408  -1.356  0.615  0.0795
C  2.505  0.562  -0.656  0.0222
C  -2.509  0.629  -0.534  0.1424
N  1.103  0.853  -0.298  0.0418
N  -1.673  0.848  0.552  1.0053
H  1.351  -1.847  0.250  0.0254
H  0.494  -1.427  1.839  -0.0004
H  -0.472  -1.996  0.349  0.0096
H  2.727  1.212  -1.470  0.0009
H  3.212  0.928  0.109  0.0003
H  2.800  -0.400  -1.017  0.0012
H  -2.067  0.925  -1.547  0.0029
H  -3.459  1.182  -0.409  0.0427
H  -2.879  -0.413  -0.541  0.0459
H  0.661  1.755  -0.487  0.0121
H  -1.816  0.391  1.395  0.0301

***

Entry from OMol25: the ion C4H11N2O with charge -1 (wB97M-V/def2-TZVPD).

Computed properties:
DFT total energy = -343.7052 hartree
SMILES string = NCNCCC[O-]
Orbital gap = 5.868 eV
Total charge = -1

Last column: Löwdin charge in e.
Positions of all 18 atoms, in Å:
N  -0.530  0.592  2.963  -0.0071
C  0.409  0.251  1.883  -0.3848
N  -0.031  0.642  0.588  -0.1048
C  0.922  0.402  -0.512  -0.2322
C  0.156  0.265  -1.837  -0.2469
C  -0.580  -1.035  -2.006  -0.5898
O  -1.249  -1.051  -3.183  -0.3816
H  -1.451  0.595  2.531  0.0510
H  -0.552  -0.253  3.526  0.0489
H  1.446  0.612  2.078  0.1074
H  0.578  -0.854  1.842  0.1018
H  -1.018  0.521  0.468  0.0872
H  1.582  1.267  -0.456  0.0984
H  1.377  -0.573  -0.361  0.0931
H  0.765  0.512  -2.707  0.0929
H  -0.604  1.076  -1.947  0.1077
H  -1.316  -1.080  -1.101  0.0839
H  0.095  -1.889  -1.768  0.0750